# 1
Entry from the Open Molecules 2025 dataset: C5H12NO2 as an isolated structure (the ωB97M-V functional and the def2-TZVPD basis).

XYZ file:
```
20
Properties=species:S:1:pos:R:3:forces:R:3
O -1.249443 1.541899 -2.525152 -0.055 -0.262 -0.047
C -0.842278 1.012818 -1.203616 -1.988 2.935 -0.561
O -1.261602 1.729004 -0.191408 2.097 -0.046 -0.599
C 0.602477 0.855319 -1.589166 2.015 -2.317 3.779
C 0.685390 -0.681750 1.642723 -3.282 -3.644 2.935
C -0.530289 0.115345 2.194828 -0.933 -0.331 -1.538
C 0.382974 -2.030629 1.066036 0.879 1.737 4.388
N 1.146462 -0.485917 -1.579077 -2.452 2.824 -1.004
H -1.258281 0.079352 -1.153047 -1.008 -3.293 -0.215
H 1.248983 1.676923 -1.497380 1.046 1.247 -0.315
H 1.679743 -0.520105 2.081877 0.176 0.455 -1.517
H -0.999550 -0.364106 3.121942 1.263 0.338 -0.965
H -0.284212 1.197803 2.384499 -0.470 -1.263 -0.398
H -1.395140 -0.019304 1.399156 1.705 0.879 1.568
H -0.602532 -2.535937 1.421244 1.076 1.545 -1.905
H 0.475039 -0.978764 0.345163 -0.153 -0.752 -1.175
H 1.239268 -2.740173 1.053623 -0.491 0.877 -0.935
H -1.673882 2.404189 -2.407541 0.096 -0.009 0.245
H 2.074679 -0.610826 -1.960229 0.936 0.610 0.244
H 0.562195 0.354859 -2.604475 -0.455 -1.530 -1.987
```
Positions in Å, forces in eV/Å.

Charge ... +1
HOMO level ... -12.358 eV
Spin multiplicity ... 1
Calculated total energy ... -402.3073 Ha

# 2
Entry from the Open Molecules 2025 dataset: C5H12NO2Si as an isolated structure (the ωB97M-V functional and the def2-TZVPD basis).

XYZ file:
```
21
Properties=species:S:1:pos:R:3:forces:R:3
C -1.773875 0.856697 0.284960 0.638 1.654 0.662
C -0.475168 2.310494 1.704633 -2.121 0.305 -1.631
C 0.826815 -1.264158 1.228138 -0.100 1.107 -2.647
C 1.220441 0.348352 -1.485836 -1.536 0.236 -0.208
C -0.164744 -2.251947 -1.588922 2.483 2.688 3.184
N -0.619030 1.177703 0.864250 0.695 -1.183 -1.432
O -1.521672 -0.210657 -0.535693 -1.461 -0.633 -0.228
O -2.888966 1.388039 0.351003 0.119 -0.420 -0.062
Si 0.057565 -0.685013 -0.421872 0.937 0.032 -0.213
H -1.384177 2.289376 2.281201 -0.370 0.902 0.917
H 0.368106 2.207577 2.294025 1.757 -0.231 1.458
H -0.378748 3.284910 1.164359 -0.219 -0.397 0.181
H 0.077106 -1.621906 1.814759 -2.354 -1.336 1.693
H 1.553905 -1.992306 1.092867 1.428 -1.634 -0.306
H 1.225271 -0.468454 1.769007 0.808 1.573 0.642
H 1.613528 -0.070541 -2.354260 0.677 -1.804 -1.517
H 0.834378 1.230661 -1.950269 -1.542 0.738 -0.033
H 2.036587 0.820999 -1.090914 2.412 0.755 2.050
H 0.776301 -2.597818 -1.854670 1.788 -1.347 -0.185
H -0.821466 -2.872774 -1.152275 -2.005 -2.784 1.482
H -0.562157 -1.879234 -2.414489 -2.033 1.778 -3.806
```
Positions in Å, forces in eV/Å.

Charge ... -1
HOMO level ... -3.758 eV
Spin multiplicity ... 1
Calculated total energy ... -692.5215 Ha

# 3
Entry from the Open Molecules 2025 dataset: a 2-piece molecular cluster, C5H12NP overall (the ωB97M-V functional and the def2-TZVPD basis).

XYZ file:
```
19
Properties=species:S:1:pos:R:3:forces:R:3
C 0.821362 1.057447 -1.101002 -0.330 2.657 0.938
C 1.775928 -1.054711 -0.297548 -1.786 2.617 -2.397
C 1.381552 0.878573 1.332058 -2.087 -0.361 0.516
C -1.166446 -1.280644 0.017796 2.560 -2.322 0.571
C 1.247444 0.162377 -0.010472 1.776 -0.731 0.281
N -1.990778 -0.607439 0.610410 -1.407 0.718 2.286
P -3.169376 0.308382 -0.185965 -0.115 1.480 0.663
H 1.524715 1.099198 -1.878890 1.353 -0.014 -1.015
H 0.802308 2.100871 -0.644585 -0.299 -1.059 -0.946
H -0.090464 0.900686 -1.641131 -0.967 -0.378 0.294
H 1.715517 -1.275680 -1.433929 0.402 -0.417 2.250
H 2.061836 -1.694624 0.477443 0.730 -1.177 0.631
H -4.037757 0.308153 0.960696 -0.016 0.073 -0.677
H 0.313538 1.426440 1.618782 2.937 -1.405 -0.519
H 2.222279 1.593211 1.306380 -0.648 0.079 -0.243
H 1.698332 0.122423 2.071460 -0.564 0.442 0.120
H -0.544773 -2.042795 0.534748 -0.413 0.534 0.059
H -0.882190 -1.184975 -0.983633 -0.074 0.003 -2.126
H -3.683029 -0.816894 -0.752616 -1.053 -0.738 -0.685
```
Positions in Å, forces in eV/Å.

HOMO level ... -8.518 eV
SMILES ... C=C(C)C.C=NP
Spin multiplicity ... 1
Calculated total energy ... -593.6926 Ha

# 4
Entry from the Open Molecules 2025 dataset: a 2-piece molecular cluster, C5H12NS overall (the ωB97M-V functional and the def2-TZVPD basis).

XYZ file:
```
19
Properties=species:S:1:pos:R:3:forces:R:3
C -1.405832 3.459675 0.138310 -0.046 0.423 -0.545
C -0.072297 2.897762 0.575844 0.620 -0.360 -0.404
S 0.211665 1.142755 0.043388 -0.220 0.855 0.495
H -2.287423 2.949412 0.529953 0.137 -0.086 0.172
H -1.412964 3.334833 -0.951406 -0.323 0.133 0.096
H -1.466818 4.543910 0.363448 -0.134 -0.319 -0.018
H 0.095236 3.048300 1.650022 -0.054 -0.202 -0.080
H 0.677651 3.507754 0.043979 -0.024 -0.096 0.341
N 1.963858 -2.793094 0.907822 -1.350 -1.094 -1.862
C 1.016311 -1.923277 0.095473 0.351 -0.582 0.305
C -1.146315 -2.000697 -1.155352 0.950 -1.348 1.747
C -0.043464 -2.663595 -0.693399 -1.178 0.864 -0.775
H 2.677943 -2.200587 1.253772 0.858 0.468 0.277
H 2.390205 -3.555158 0.328828 -0.388 1.203 0.599
H 1.504471 -1.228642 -0.610121 0.219 -0.289 0.352
H 0.518714 -1.282002 0.825201 0.053 0.021 -0.184
H -1.999769 -2.529913 -1.569619 0.344 -0.069 -0.482
H -1.343766 -0.997677 -0.790104 0.224 0.198 -0.281
H 0.122590 -3.709762 -0.986037 -0.037 0.279 0.250
```
Positions in Å, forces in eV/Å.

Charge ... -1
HOMO level ... -2.512 eV
Spin multiplicity ... 1
Calculated total energy ... -650.6280 Ha

# 5
Entry from the Open Molecules 2025 dataset: a 2-piece molecular cluster, C5H12NS overall (the ωB97M-V functional and the def2-TZVPD basis).

XYZ file:
```
19
Properties=species:S:1:pos:R:3:forces:R:3
C 0.537729 0.916464 0.264265 1.043 -2.242 0.007
C 0.785225 -0.243771 -0.730944 4.170 1.228 -1.379
S 2.442129 -0.746012 -1.103321 -2.085 0.815 0.708
C -0.804788 1.528996 0.284550 -3.067 -0.875 0.282
N -1.864228 0.620518 0.845096 1.460 0.362 0.371
C -0.060262 -2.421694 0.458323 -1.082 1.737 1.559
C -3.114849 1.320482 0.941499 1.539 2.247 -1.545
H 1.402394 1.549346 0.039095 -0.387 0.362 0.182
H 0.714610 0.469784 1.263059 0.060 0.293 -0.233
H 0.334153 -1.273944 0.211759 -1.123 -3.638 1.345
H 0.242330 -0.490555 -1.622330 -1.315 0.109 0.290
H -1.078245 1.816740 -0.766201 0.034 0.314 0.208
H -0.741995 2.441958 0.896159 0.057 0.406 -0.122
H 0.676406 -3.181313 0.549392 1.475 -0.142 -0.552
H -0.764305 -2.705250 -0.319196 -0.228 0.210 0.154
H -0.511651 -2.439797 1.504373 -0.022 0.582 -1.533
H -3.245044 1.716231 -0.138845 -0.847 0.149 1.031
H -4.012270 0.743042 1.197457 0.458 -0.145 0.175
H -3.099195 2.343458 1.616583 -0.142 -1.772 -0.949
```
Positions in Å, forces in eV/Å.

Charge ... -1
HOMO level ... -1.792 eV
Spin multiplicity ... 1
Calculated total energy ... -650.4948 Ha

# 6
Entry from the Open Molecules 2025 dataset: an isolated ion of composition C5H12NS and charge -1 (the ωB97M-V functional and the def2-TZVPD basis).

XYZ file:
```
19
Properties=species:S:1:pos:R:3:forces:R:3
C 0.221455 1.452608 -0.976122 -0.962 0.115 2.530
N 0.631901 0.288207 -0.278491 0.894 -0.739 0.642
C 0.007687 -1.070943 -0.247251 0.754 2.704 0.203
C 1.083517 -2.033852 0.212862 -0.253 -1.288 0.363
S 0.886421 -3.722536 -0.477337 -0.045 0.047 0.060
C -1.152003 -0.990163 0.739178 -0.132 -1.433 0.056
C -0.443502 2.517162 -0.014721 -0.109 -0.501 -0.379
H -0.633828 1.108683 -1.559434 0.746 0.429 -1.494
H 1.134619 1.975538 -1.270113 -0.355 -0.208 -1.515
H 1.538453 0.311690 0.150115 0.094 0.053 -0.097
H -0.315319 -1.196101 -1.280134 -0.229 -0.816 0.042
H 1.003798 -2.098322 1.308705 0.000 0.029 -0.077
H 2.109558 -1.706392 0.035246 -0.145 0.392 -0.411
H -0.798683 -0.745681 1.746382 0.123 0.573 -0.281
H -1.927549 -0.311388 0.383613 -0.071 0.023 0.212
H -1.547949 -2.001477 0.892831 -0.371 0.052 -0.391
H -1.533633 2.442701 -0.036861 0.001 0.015 0.109
H -0.165721 3.529896 -0.307269 0.032 0.143 0.172
H -0.099223 2.250371 0.978801 0.027 0.407 0.258
```
Positions in Å, forces in eV/Å.

Charge ... -1
HOMO level ... -2.274 eV
SMILES ... CCN[C@H](C)C[S-]
Spin multiplicity ... 1
Calculated total energy ... -650.6330 Ha

no.,strongest force on any atom (hartree/bohr),HOMO-LUMO gap (eV),E_LUMO (eV)
1,0.111,5.59,-6.768
2,0.094,7.57,3.811
3,0.077,9.38,0.865
4,0.050,6.53,4.016
5,0.089,4.60,2.810
6,0.055,5.89,3.615